The following is a quantum chemistry calculation of an isolated ion of composition C2H9N4 and charge +1, from OMol25.

```
! RIJCOSX wB97M-V def2-TZVPD def2/J DEFGRID3
* xyz 1 1
N 1.191 1.498 0.225
C 0.524 0.289 0.159
N 0.313 -0.483 1.372
C 0.520 -0.717 -1.167
N -0.583 0.284 -0.848
N -1.762 -0.249 -0.281
H 1.763 1.648 1.126
H 1.079 2.186 -0.433
H 0.605 -1.368 1.220
H 0.835 0.054 2.111
H 1.061 -0.412 -2.109
H 0.328 -1.750 -0.930
H -1.371 -0.562 0.668
H -2.147 -0.963 -0.936
H -2.357 0.543 -0.176
*
```

## Properties
Kohn-Sham gap ... 9.78 eV
Largest force on an atom ... 5.69 eV/Å
HOMO energy ... -13.03 eV

Let us look at the natural (NBO) charges, expressed in e, one per atom: number 1, N, carries -0.8396; number 2, C, carries 0.4268; number 3, N, carries -0.8383; number 4, C, carries -0.3416; number 5, N, carries -0.2843; number 6, N, carries -0.5512; number 7, H, carries 0.4092; number 8, H, carries 0.4194; number 9, H, carries 0.3927; number 10, H, carries 0.4168; number 11, H, carries 0.2591; number 12, H, carries 0.2012; number 13, H, carries 0.4446; number 14, H, carries 0.4445; number 15, H, carries 0.4407


The following is a quantum chemistry calculation of a single C6H10O molecule, from OMol25.

```
! RIJCOSX wB97M-V def2-TZVPD def2/J DEFGRID3
* xyz 0 1
C -2.059 -0.271 0.102
C -1.073 0.796 -0.354
C -0.100 1.387 0.620
C 0.392 0.510 -0.494
C 0.918 -0.874 -0.232
C 2.398 -0.952 0.047
O 3.169 -0.025 0.007
H -3.051 0.163 0.258
H -1.760 -0.719 1.055
H -2.154 -1.088 -0.622
H -1.493 1.471 -1.100
H 0.133 2.445 0.561
H -0.102 0.976 1.627
H 0.896 1.040 -1.297
H 0.725 -1.538 -1.089
H 0.404 -1.346 0.618
H 2.757 -1.976 0.293
*
```

## Properties
Kohn-Sham gap ... 10.72 eV
Largest force on an atom ... 0.68 eV/Å
HOMO energy ... -9.70 eV

Let us look at the natural (NBO) charges, expressed in e, one per atom: number 1, C, carries -0.6110; number 2, C, carries -0.2218; number 3, C, carries -0.4107; number 4, C, carries -0.2301; number 5, C, carries -0.5143; number 6, C, carries 0.4515; number 7, O, carries -0.5181; number 8, H, carries 0.2184; number 9, H, carries 0.2014; number 10, H, carries 0.2068; number 11, H, carries 0.2129; number 12, H, carries 0.2215; number 13, H, carries 0.2067; number 14, H, carries 0.2269; number 15, H, carries 0.2322; number 16, H, carries 0.2289; number 17, H, carries 0.0988